Entry 1:
ORCA calculation (ωB97M-V with the def2-TZVPD basis set) on the molecule C15H17N3O2.

Structure (XYZ):
```
37
C15H17N3O2 ωB97M-V with the def2-TZVPD basis set
C -1.4495 0.9529 -2.5129
H -1.8205 1.9014 -2.9115
H -2.1923 0.1762 -2.6914
O -1.2870 1.0074 -1.1124
C -0.3569 1.8665 -0.5940
C 0.3196 2.8194 -1.3451
C 1.2335 3.6664 -0.7419
C 1.4817 3.5755 0.6141
C 0.8140 2.6231 1.3641
C -0.1051 1.7659 0.7816
C -0.7452 0.6840 1.6207
C 0.3025 -0.4156 1.6930
O 1.2732 -0.2986 2.4180
N 0.1909 -1.4937 0.8689
C -0.9563 -1.8382 0.0645
H -1.4305 -0.9389 -0.3261
H -0.6169 -2.4222 -0.7948
C -1.9735 -2.6625 0.8809
C -3.1088 -3.0124 0.0682
N -4.0013 -3.2816 -0.5925
H -1.5094 -3.5816 1.2510
H -2.3206 -2.0827 1.7408
C 1.3540 -2.3597 0.7935
H 1.0663 -3.3079 0.3370
H 1.7317 -2.5415 1.8039
C 2.4695 -1.6789 -0.0242
C 1.9677 -1.2360 -1.2975
N 1.5339 -0.8864 -2.2962
H 3.3050 -2.3654 -0.1779
H 2.8227 -0.8042 0.5295
H -0.8954 1.0570 2.6348
H -1.6957 0.3721 1.2010
H 1.0180 2.5246 2.4194
H 2.1939 4.2348 1.0858
H 1.7520 4.3980 -1.3434
H 0.1461 2.9039 -2.4055
H -0.5114 0.6791 -3.0033
```

Output
SMILES: COc1ccccc1CC(=O)N(CCC#N)CCC#N

---

Entry 2:
ORCA calculation (ωB97M-V with the def2-TZVPD basis set) on a structure of composition C15H17N3O5.

Structure (XYZ):
```
40
C15H17N3O5 ωB97M-V with the def2-TZVPD basis set
C -0.9450 -1.1163 1.7439
C -0.6223 -2.4899 0.8643
C -2.4423 -0.8657 1.4171
C -3.2966 -2.2273 1.5600
C -0.2879 -1.2782 -1.1068
C -1.3261 -1.1183 -2.1153
C 1.0562 -0.7439 -1.7247
C 1.2739 0.7355 -1.6904
C 0.7402 1.6365 -2.5875
C 1.8724 1.4747 -0.5391
C 1.7432 2.8145 -0.9625
C 2.5380 1.1735 0.6055
C 2.5153 3.8408 -0.2671
C 3.1106 2.2108 1.3348
C 3.1444 3.4379 0.8811
H 0.6078 -0.1302 2.1590
H -0.7221 1.1957 1.4100
H -1.0700 -1.3882 2.7799
H -2.6378 -0.6311 0.3310
H -2.9682 -0.1843 2.1035
H -4.6440 -3.2493 2.8142
H 0.2820 -3.2250 -0.7846
H -0.5095 -0.5266 -0.3146
H 1.0242 -1.1464 -2.6717
H 1.8075 -1.4388 -1.1835
H 0.2041 1.5201 -3.6278
H 0.6461 3.8252 -2.4146
H 2.7094 0.0861 0.7594
H 2.3350 4.9864 -0.3454
H 3.8100 2.0944 2.2843
H 3.8511 4.0326 1.5556
H -2.4485 -2.3683 -0.8689
N -0.1898 -0.0129 1.3066
N -0.2308 -2.4072 -0.3854
N 1.0222 2.9256 -2.1136
O -0.8107 -3.6937 1.3026
O -3.2550 -3.0739 0.6603
O -4.1407 -2.2180 2.6934
O -1.2547 -0.5812 -3.1785
O -2.4916 -1.8757 -1.6842
```

---

In order of appearance, energy relative to the best compared isomer or geometry (same formula, charge and spin) = 26.54, 173.74 kcal per mole.
In order of appearance, HOMO-LUMO gap = 9.189, 8.209 eV.